Computed, not measured: C27H21IrN6O5S3 as an isolated structure, with wB97M-V/def2-TZVPD.

Calculated values
Charge: +1
2S+1: 2
Gap between HOMO and LUMO (alpha / beta): 0.3145 / 0.2044 hartree
<S²>: 0.79

Each line ends with the Löwdin spin population.
Atoms and positions in Å:
Ir1 0.112 0.213 0.669  0.031
O1 -0.376 2.116 0.136  0.001
N1 0.627 2.932 0.236  0.000
N2 1.718 2.438 0.608  0.000
O2 1.913 1.135 0.866  0.000
C1 2.868 3.296 0.766  0.000
C2 4.125 2.722 0.677  0.000
C3 5.234 3.540 0.826  0.000
C4 5.077 4.898 1.059  0.000
C5 3.805 5.449 1.149  0.000
C6 2.684 4.648 1.005  0.000
H1 4.226 1.664 0.490  0.000
H2 6.224 3.112 0.754  0.000
H3 5.947 5.530 1.176  0.000
H4 3.682 6.506 1.338  0.000
H5 1.689 5.061 1.078  0.000
O3 0.758 -0.950 -0.987  -0.001
C7 1.152 -1.862 -0.188  0.001
O4 0.931 -1.630 1.047  0.003
C8 1.797 -3.093 -0.652  0.000
C9 1.903 -3.339 -2.018  0.000
C10 2.504 -4.507 -2.455  0.000
C11 3.002 -5.417 -1.531  0.000
C12 2.898 -5.167 -0.168  0.000
C13 2.292 -4.005 0.276  0.000
H6 1.518 -2.614 -2.722  0.000
H7 2.589 -4.709 -3.514  0.000
H8 3.473 -6.328 -1.875  0.000
H9 3.289 -5.880 0.545  0.000
H10 2.196 -3.797 1.333  0.000
S1 -2.255 0.462 -5.310  0.343
C14 -2.441 0.075 -3.740  -0.011
S2 -1.287 0.403 -2.481  -0.039
C15 -2.294 -0.418 -1.345  0.040
N3 -3.430 -0.885 -1.882  0.192
N4 -3.510 -0.596 -3.158  0.166
C16 -4.671 -1.058 -3.870  0.008
C17 -5.055 -2.379 -3.697  0.013
C18 -6.180 -2.836 -4.361  -0.001
C19 -6.905 -1.977 -5.175  0.014
C20 -6.511 -0.654 -5.325  -0.001
C21 -5.386 -0.182 -4.670  0.014
S3 -1.988 -0.712 0.282  0.215
H11 -4.478 -3.031 -3.055  0.000
H12 -6.490 -3.865 -4.242  0.000
H13 -7.783 -2.338 -5.692  0.001
H14 -7.085 0.017 -5.950  0.000
H15 -5.080 0.850 -4.768  0.001
N5 2.708 0.897 5.481  0.000
C22 1.493 1.404 5.808  0.000
O5 1.271 1.987 6.845  0.000
C23 0.389 1.237 4.793  0.000
C24 -0.918 1.438 5.217  0.000
C25 -1.945 1.320 4.299  0.000
C26 -1.642 1.018 2.986  0.004
N6 -0.382 0.826 2.572  0.000
C27 0.615 0.935 3.465  0.000
H16 3.428 0.963 6.182  0.000
H17 2.835 0.236 4.737  0.000
H18 -1.097 1.688 6.255  0.000
H19 -2.977 1.468 4.582  0.000
H20 -2.415 0.953 2.234  0.005
H21 1.608 0.791 3.063  0.000